Entry from the Open Molecules 2025 dataset: a cluster of 9 separate species, H18O9 in total (the ωB97M-V functional and the def2-TZVPD basis).

Structure (XYZ):
```
27
Properties=species:S:1:pos:R:3:forces:R:3:nbo_charge:R:1
O 1.61367 0.93806 3.36834 0.4 0.4 0.0 -0.962
H 1.12385 0.52470 4.07980 -0.2 -0.2 -0.1 0.468
H 1.25437 0.62433 2.53157 -0.2 -0.4 0.1 0.491
O 0.25961 0.73596 -1.46817 -0.1 0.4 -0.3 -0.958
H 1.12874 1.12557 -1.65246 0.1 -0.1 0.6 0.495
H -0.27847 1.54433 -1.42028 0.5 -0.4 -0.4 0.471
O 0.91927 -1.00730 0.98131 0.1 -0.1 0.2 -0.985
H 0.90510 -1.96528 0.83646 0.0 0.2 0.0 0.493
H 0.35079 -0.69381 0.27247 0.0 0.3 -0.2 0.485
O -2.89923 1.85745 -0.96796 0.2 -0.4 -0.6 -0.924
H -3.71668 1.73661 -1.45611 -0.7 0.3 0.4 0.472
H -2.32579 1.46203 -1.63386 0.5 -0.1 0.1 0.453
O -0.20486 3.09906 -0.09440 0.1 0.9 -0.3 -0.938
H 0.54402 2.97680 0.49910 -0.1 -0.4 0.0 0.490
H -0.68527 2.27956 -0.16360 -0.3 -0.1 1.1 0.457
O 3.32963 1.39181 0.55702 -0.7 0.4 -0.5 -0.963
H 4.20326 1.75694 0.42265 0.2 -0.2 0.2 0.473
H 3.36466 0.66839 1.18156 0.3 -0.2 0.2 0.489
O 1.36611 -0.69024 -3.59060 0.0 0.2 0.1 -0.950
H 0.67797 -1.35334 -3.65393 0.0 -0.3 -0.1 0.460
H 1.01217 -0.10028 -2.90551 0.0 -0.4 -0.4 0.473
O -0.32009 -3.49046 0.21025 -0.3 -0.2 0.1 -0.944
H -0.68675 -3.55729 1.09948 0.2 0.0 0.1 0.470
H -1.11591 -3.27792 -0.29152 0.1 0.2 -0.2 0.481
O -2.95594 -1.91917 0.99174 -0.7 -0.7 0.0 -0.927
H -3.76202 -2.16879 0.51819 0.1 0.5 -0.5 0.465
H -3.10219 -2.49772 1.74849 0.5 0.2 0.5 0.463
```
Forces are in eV/Å.

Results
- Gap between HOMO and LUMO: 10.956 eV
- HOMO level: -11.003 eV
- Structure (SMILES): O.O.O.O.O.O.O.O.O
- Total energy: -687.919319 Ha
- Maximum force: 1.182 eV/Å
- Relative energy (zero: lowest compared OMol25 entry of this formula, charge and spin): 66.81 kcal per mole


Entry from the Open Molecules 2025 dataset: a cluster of 9 separate species, H18O9 in total (the ωB97M-V functional and the def2-TZVPD basis).

Structure (XYZ):
```
27
Properties=species:S:1:pos:R:3:forces:R:3:nbo_charge:R:1
H -2.28050 1.26284 -0.46687 -1.0 -1.2 2.9 0.505
H -1.56223 1.00066 1.03105 -3.8 -1.1 -1.4 0.518
H -0.68698 0.92243 -1.87951 0.2 -0.1 -0.6 0.530
H -0.82842 2.41312 -2.54019 -0.2 -1.4 1.7 0.508
H -0.05351 -0.28224 1.83501 -0.8 0.9 0.4 0.527
H -0.56807 0.35454 3.18182 0.0 0.9 -2.7 0.506
H -2.21823 -0.68579 -0.06977 -0.4 -0.5 -0.1 0.519
H -2.76138 -2.19786 -0.18256 -0.5 -0.1 0.0 0.493
H 0.59277 -2.01695 0.69112 -0.1 -0.1 -0.2 0.502
H -1.03783 -1.77753 0.89512 3.0 -0.9 0.6 0.503
H -0.76709 -1.42564 -1.60912 0.2 0.5 -0.4 0.500
H 0.76504 -1.25610 -1.57162 -1.3 0.9 -1.0 0.510
H 2.43850 -0.79010 -0.22566 -0.4 -1.0 -0.4 0.522
H 2.97740 -2.24542 -0.54692 -3.0 1.5 0.0 0.495
H 0.12549 1.94698 -0.30929 2.3 1.4 2.5 0.512
H 0.46477 2.00955 1.33405 0.4 0.2 -1.5 0.507
H 2.35206 1.35123 0.36914 1.7 -1.6 -0.5 0.531
H 3.72673 1.10421 -0.43533 -0.4 -0.3 0.5 0.482
O -2.52822 0.79049 0.45874 4.5 2.2 -1.5 -1.018
O -0.97285 1.84868 -1.71665 0.2 0.9 -1.2 -1.010
O -0.47706 0.60131 2.18360 1.0 -2.0 2.5 -1.025
O -2.00648 -1.64386 -0.36072 -0.1 0.6 0.2 -1.001
O -0.09136 -1.93817 1.37400 -2.1 0.9 -0.3 -1.026
O -0.06902 -0.85770 -2.00894 1.0 -1.0 1.1 -1.031
O 2.07826 -1.70471 -0.52176 3.6 -0.5 0.5 -1.028
O 0.83429 2.28780 0.44335 -2.2 -1.5 -1.1 -1.024
O 3.14763 0.65516 0.21081 -1.6 2.2 0.0 -1.006
```
Forces are in eV/Å.

Results
- Gap between HOMO and LUMO: 11.377 eV
- HOMO level: -10.979 eV
- Structure (SMILES): O.O.O.O.O.O.O.O.O
- Total energy: -687.949933 Ha
- Maximum force: 5.229 eV/Å
- Relative energy (zero: lowest compared OMol25 entry of this formula, charge and spin): 47.60 kcal per mole


Entry from the Open Molecules 2025 dataset: a cluster of 9 separate species, H18O9 in total (the ωB97M-V functional and the def2-TZVPD basis).

Structure (XYZ):
```
27
Properties=species:S:1:pos:R:3:forces:R:3:nbo_charge:R:1
O -0.40626 3.07805 2.67566 0.3 -0.1 -0.1 -0.947
H -1.15431 3.19636 2.09029 -0.2 0.0 -0.2 0.475
H -0.74435 3.29611 3.54421 0.0 0.0 0.3 0.473
O 0.20030 -0.32825 0.51630 0.0 -0.3 0.1 -0.947
H 0.28695 0.59345 0.75960 0.1 0.3 0.2 0.477
H 0.00243 -0.31171 -0.42007 -0.1 0.0 -0.3 0.471
O -0.29576 -1.91250 4.66214 -0.1 -0.1 0.3 -0.941
H -0.72769 -1.67810 3.84072 -0.1 0.1 -0.3 0.470
H 0.61875 -1.66128 4.53259 0.3 0.0 0.0 0.471
O 3.62872 -2.03795 0.42260 0.2 0.0 0.2 -0.947
H 3.69278 -2.61710 -0.33682 0.0 -0.2 -0.3 0.472
H 2.74248 -1.67920 0.37674 -0.3 0.2 0.0 0.474
O -2.40103 -0.96174 -2.90019 0.3 0.1 -0.1 -0.944
H -2.89340 -0.70828 -2.11946 -0.1 0.1 0.2 0.473
H -3.05438 -1.35486 -3.47883 -0.1 -0.1 -0.2 0.471
O -4.00039 1.78171 0.47672 0.3 0.0 0.0 -0.938
H -4.54638 2.41869 0.93757 -0.1 0.2 0.1 0.470
H -4.61203 1.10259 0.19228 -0.1 -0.2 0.0 0.468
O -0.41375 1.14670 -5.45179 0.2 0.1 0.0 -0.938
H -1.00525 0.98088 -6.18586 -0.1 0.0 -0.2 0.464
H -0.74860 0.59546 -4.74451 -0.1 -0.2 0.3 0.474
O 2.43171 -3.77604 -2.79099 0.2 0.1 0.1 -0.940
H 1.70815 -3.38053 -3.27705 -0.2 0.2 -0.1 0.470
H 2.20139 -4.70311 -2.72989 0.0 -0.3 0.0 0.469
O 3.44086 2.90363 2.87024 0.2 0.0 -0.1 -0.937
H 3.55599 3.09755 3.80049 0.1 0.0 0.2 0.464
H 2.49307 2.91947 2.73730 -0.3 0.0 -0.1 0.473
```
Forces are in eV/Å.

Results
- Gap between HOMO and LUMO: 10.635 eV
- HOMO level: -10.775 eV
- Structure (SMILES): O.O.O.O.O.O.O.O.O
- Total energy: -687.919283 Ha
- Maximum force: 0.366 eV/Å
- Relative energy (zero: lowest compared OMol25 entry of this formula, charge and spin): 66.84 kcal per mole


Entry from the Open Molecules 2025 dataset: a cluster of 9 separate species, H18O9 in total (the ωB97M-V functional and the def2-TZVPD basis).

Structure (XYZ):
```
27
Properties=species:S:1:pos:R:3:forces:R:3:nbo_charge:R:1
O -2.50095 2.47951 -4.01591 -0.2 0.0 -0.2 -0.939
H -2.36925 3.30866 -3.55612 0.0 0.2 0.1 0.466
H -2.08206 1.82560 -3.45629 0.2 -0.2 0.1 0.472
O -4.06181 -2.29748 1.10178 0.2 0.0 0.0 -0.938
H -4.71747 -2.90220 1.44913 -0.1 -0.2 0.1 0.469
H -4.56044 -1.69230 0.55282 -0.1 0.2 -0.2 0.469
O -2.87370 2.64969 2.97334 0.1 0.2 0.0 -0.935
H -3.79365 2.44034 3.13487 -0.2 0.0 0.1 0.466
H -2.51243 1.85559 2.57950 0.2 -0.2 -0.1 0.470
O -3.77434 -3.60889 -3.90558 0.1 -0.1 -0.2 -0.933
H -3.53050 -3.03962 -3.17571 0.1 0.2 0.2 0.468
H -4.66937 -3.88391 -3.70678 -0.2 -0.1 0.0 0.465
O 6.51167 4.21488 -2.53562 0.2 -0.1 -0.1 -0.936
H 6.24673 5.13008 -2.44382 0.0 0.2 0.0 0.466
H 5.95759 3.74125 -1.91522 -0.1 -0.2 0.2 0.470
O 0.64718 -3.88724 0.81182 0.1 0.2 0.1 -0.941
H 1.11012 -4.67927 0.53867 0.2 -0.2 -0.1 0.470
H -0.25105 -4.17714 0.97108 -0.3 0.0 0.0 0.472
O 3.31002 3.40913 1.05023 0.0 -0.2 -0.2 -0.940
H 3.04089 4.32337 0.96100 -0.1 0.2 0.0 0.469
H 3.61545 3.33602 1.95444 0.1 -0.1 0.2 0.471
O 0.49140 0.38944 -1.06807 -0.2 0.1 -0.2 -0.946
H 1.37351 0.75745 -1.01635 0.2 0.2 0.0 0.473
H 0.50734 -0.35715 -0.46925 0.0 -0.3 0.1 0.473
O 3.12117 -2.76535 4.47929 0.1 0.2 0.1 -0.937
H 3.31948 -3.61317 4.87690 0.1 -0.2 0.1 0.466
H 2.44456 -2.95718 3.82997 -0.2 0.0 -0.2 0.471
```
Forces are in eV/Å.

Results
- Gap between HOMO and LUMO: 11.407 eV
- HOMO level: -11.348 eV
- Structure (SMILES): O.O.O.O.O.O.O.O.O
- Total energy: -687.910875 Ha
- Maximum force: 0.314 eV/Å
- Relative energy (zero: lowest compared OMol25 entry of this formula, charge and spin): 72.11 kcal per mole


Entry from the Open Molecules 2025 dataset: a cluster of 10 separate species, H19O10 in total (the ωB97M-V functional and the def2-TZVPD basis).

Structure (XYZ):
```
29
Properties=species:S:1:pos:R:3:forces:R:3:nbo_charge:R:1
O 13.14290 -9.08947 4.60679 -0.8 0.1 0.5 -1.258
H 12.80787 -8.26156 4.97128 0.5 0.2 0.3 0.452
O 12.07370 -11.53206 5.30247 0.1 -0.1 -0.4 -0.979
H 12.49557 -10.74181 4.88530 -0.3 -0.1 0.4 0.511
H 11.79732 -11.22862 6.16801 0.1 0.0 0.1 0.443
O 13.23476 -9.19307 7.42796 -0.2 0.0 -0.3 -0.967
H 12.51951 -9.78900 7.66716 0.0 0.0 0.0 0.453
H 13.32697 -9.29535 6.44269 0.1 0.0 0.6 0.515
O 11.98412 -6.83671 8.19077 0.2 0.0 0.1 -0.996
H 12.47544 -7.63946 7.90156 0.0 0.1 0.1 0.509
H 11.13125 -7.16345 8.48540 -0.1 0.0 -0.2 0.468
O 10.37423 -8.57526 5.45010 0.1 0.0 0.3 -0.955
H 11.29115 -8.64380 5.11996 -0.8 -0.4 0.1 0.475
H 10.07763 -9.48854 5.50766 0.1 0.0 -0.2 0.462
O 13.96171 -10.18413 2.29216 -0.3 -0.1 0.1 -0.979
H 13.56360 -9.81139 3.11512 0.3 0.0 -0.5 0.502
H 14.44528 -10.96071 2.58479 0.0 0.0 0.0 0.453
O 15.47845 -9.90082 5.46010 -0.4 -0.1 -0.4 -0.987
H 15.50917 -10.84985 5.30813 0.0 0.0 0.0 0.445
H 14.60754 -9.60082 5.05178 1.0 -0.2 0.4 0.495
O 14.74003 -6.91757 4.00632 -0.1 0.1 -0.2 -0.990
H 14.21971 -7.73148 4.18288 0.7 0.5 -0.3 0.479
H 14.21436 -6.22050 4.42976 0.3 -0.5 -0.1 0.476
O 13.07154 -5.73700 5.80382 -0.3 0.5 0.3 -0.978
H 12.58136 -5.86700 6.63458 0.0 -0.2 0.0 0.509
H 12.84382 -4.84518 5.52243 -0.1 -0.1 -0.1 0.466
O 11.83859 -7.38109 2.80370 -0.3 -0.1 0.1 -0.971
H 12.50564 -7.39082 2.11080 0.2 0.0 0.1 0.470
H 12.16409 -8.03804 3.45490 -0.1 0.3 -0.9 0.477
```
Forces are in eV/Å.

Results
- Gap between HOMO and LUMO: 9.569 eV
- HOMO level: -6.630 eV
- Net charge: -1
- Total energy: -763.867850 Ha
- Maximum force: 1.126 eV/Å
- Relative energy (zero: lowest compared OMol25 entry of this formula, charge and spin): 14.17 kcal per mole